No. 1
A molecular structure, C15H30CeN6O2SSi at a distorted geometry, computed with ωB97M-V/def2-TZVPD.

XYZ file:
```
56
Properties=species:S:1:pos:R:3:forces:R:3:lowdin_charge:R:1
Ce -15.48794 2.50166 0.25390 2.72 0.37 0.78 1.258
N -16.71542 0.95619 -1.35613 0.16 0.62 3.09 0.028
N -16.44878 0.12729 -0.14714 -0.63 1.06 -0.19 -0.015
C -17.26796 0.44862 1.02937 -1.63 -1.25 1.29 -0.594
O -17.72407 -0.44582 1.71922 1.21 2.14 -1.55 0.168
O -17.34843 1.78552 1.20723 0.88 -1.28 -0.91 -0.199
H -17.69169 1.21099 -1.44891 -0.27 -0.49 -0.25 0.126
H -16.35892 0.40944 -2.07910 0.44 -0.71 -1.93 0.102
H -16.47008 -0.86648 -0.36121 0.05 0.00 0.20 0.168
C -12.16384 1.01607 -2.35790 1.10 -0.43 -1.34 -0.026
C -11.77346 1.60179 -1.05999 -0.53 0.35 1.13 -0.285
C -10.46325 1.60871 -0.56429 -0.73 0.09 0.02 0.015
C -10.19043 2.05545 0.75520 -0.78 -0.03 -1.23 -0.006
C -11.24850 2.45689 1.53219 -1.48 -0.53 -0.45 0.017
C -12.57338 2.45724 0.94945 3.00 -0.46 -0.14 -0.448
N -12.83068 2.11741 -0.33658 0.55 -0.71 0.43 0.069
N -13.62184 2.71174 1.70815 -3.62 0.79 -1.18 -0.170
Si -13.84951 3.14514 3.38034 -1.23 -0.31 0.70 0.412
C -13.11337 4.70764 4.01052 1.44 0.99 -0.66 -0.156
C -15.71950 3.46645 3.39576 0.30 -0.99 -0.64 -0.142
C -13.45312 1.57285 4.28045 0.24 -1.07 -0.28 -0.146
H -11.92111 -0.04833 -2.51558 -0.01 0.21 0.71 0.105
H -11.55828 1.46811 -3.16786 -0.70 0.16 0.19 0.109
H -13.22820 1.11202 -2.50585 -0.21 0.30 -0.33 0.059
H -9.69111 1.19968 -1.21607 -0.07 0.20 0.33 0.131
H -9.17660 2.07579 1.08757 0.44 -0.16 0.40 0.119
H -11.25090 2.56767 2.61767 0.59 0.37 -0.36 0.108
H -12.85025 4.64518 5.07266 0.03 -0.15 -0.17 0.051
H -13.78781 5.58191 3.92455 0.27 -0.50 -0.16 0.040
H -12.16263 4.94978 3.44016 -0.93 -0.11 0.75 0.059
H -15.93288 4.20826 4.13147 -0.25 0.59 0.60 0.043
H -16.28238 2.55722 3.65172 -0.09 0.36 -0.31 0.059
H -16.07774 3.90922 2.44248 -0.20 -0.02 0.18 -0.003
H -12.73981 1.74945 5.10075 -0.28 -0.34 -0.20 0.047
H -12.99764 0.85633 3.52619 -0.30 0.75 1.00 0.057
H -14.36461 1.04765 4.66133 0.72 0.56 -0.10 0.058
C -14.53716 6.96228 0.35134 0.19 -0.85 -1.44 -0.022
N -15.94787 6.73026 -0.09202 -0.77 0.67 -0.05 -0.161
C -16.73047 7.99201 0.12850 -0.33 -0.96 0.91 0.006
C -16.49205 5.62272 -0.62265 0.10 0.30 -0.59 -0.652
S -15.35482 4.62341 -1.54298 -0.44 -0.52 0.73 0.709
N -17.85136 5.33099 -0.59100 1.42 0.32 0.90 -0.194
C -18.53285 5.36900 0.72941 -0.67 0.77 -0.01 -0.013
C -18.52720 4.68917 -1.74366 0.79 -0.04 -0.17 -0.033
H -14.57835 7.20566 1.39784 0.13 -0.05 0.50 0.093
H -14.13984 7.82748 -0.19364 -0.21 -0.19 0.10 0.109
H -13.85857 6.11296 0.11145 -0.77 0.49 0.42 0.073
H -16.09307 8.86702 0.01749 0.20 -0.29 0.18 0.104
H -17.15671 7.92050 1.13746 0.17 0.56 -0.15 0.096
H -17.54709 8.11831 -0.55859 -0.31 -0.40 -0.47 0.099
H -17.99404 6.06701 1.37206 -0.10 -0.16 0.01 0.072
H -18.50577 4.37655 1.21453 -0.22 0.29 -0.32 0.089
H -19.59413 5.75222 0.67152 1.17 -0.57 -0.19 0.129
H -18.87487 5.53161 -2.39621 0.13 -1.13 0.26 0.118
H -19.37282 4.05333 -1.40180 0.57 0.60 -0.15 0.108
H -17.73883 4.04852 -2.23997 -1.21 0.79 0.11 0.053
```
Positions in Å, forces in eV/Å.

## Properties
- Maximum force: 3.9 eV/Å
- LUMO energy (alpha / beta): -8.81 / -8.81 eV
- HOMO level (alpha / beta): -0.5076 / -0.5076 Eh
- E: -2230.8829 a.u.
- Total charge: +2



No. 2
7 unconnected molecules or ions with the total composition C15H30N2O21 at a distorted geometry, computed with ωB97M-V/def2-TZVPD.

XYZ file:
```
68
Properties=species:S:1:pos:R:3:forces:R:3:nbo_charge:R:1
N 16.75929 -1.54469 -2.09835 -2.28 -1.24 0.65 0.709
O 15.68783 -2.10290 -2.32095 -0.87 -2.10 -0.20 -0.510
O 16.82572 -0.42396 -2.52372 2.28 3.07 -0.85 -0.480
O 17.62251 -2.10421 -1.39595 1.06 0.09 0.22 -0.595
N 15.97407 -1.62591 -6.36481 0.88 -0.30 -0.56 0.698
O 16.63425 -2.04313 -7.29068 1.01 0.12 -0.16 -0.351
O 16.49570 -0.99896 -5.42546 0.59 0.29 0.29 -0.163
O 14.80050 -1.80570 -6.31072 -2.45 -0.10 0.51 -0.287
C 18.13021 -5.79159 4.29166 -1.43 -0.05 -0.03 -0.260
O 18.77737 -5.64046 3.03538 0.01 0.76 -0.76 -0.503
C 18.01404 -5.67588 1.91464 -2.33 -1.24 -1.24 0.990
O 16.82346 -6.04097 1.83582 2.89 1.18 0.69 -0.662
O 18.77009 -5.36198 0.85317 1.24 -0.48 2.77 -0.501
C 18.26869 -5.18002 -0.44043 -1.03 0.73 -0.23 -0.253
H 18.67183 -5.33681 5.12107 0.86 -0.52 -0.45 0.196
H 17.87000 -6.84352 4.40925 0.26 0.03 0.45 0.188
H 17.19254 -5.23970 4.35729 -0.24 -0.02 -0.61 0.195
H 17.82474 -6.08950 -0.84522 0.05 0.03 0.01 0.181
H 19.11446 -4.81668 -1.02417 -0.14 -0.24 -0.01 0.200
H 17.54201 -4.37124 -0.36354 -0.19 -0.11 -0.60 0.226
C 11.94203 1.16479 0.83464 -0.97 0.20 1.09 -0.264
O 12.64640 0.05258 1.32265 1.01 -0.58 0.14 -0.513
C 13.35045 -0.71895 0.48086 -0.54 -0.36 -4.22 0.969
O 13.44340 -0.58388 -0.74854 -0.23 0.29 3.05 -0.619
O 13.76521 -1.76520 1.13686 1.08 -1.07 2.23 -0.518
C 14.80697 -2.65726 0.62552 -0.99 0.61 -1.69 -0.267
H 10.89751 0.93026 1.03972 -0.38 -0.12 -0.87 0.173
H 12.15208 1.46188 -0.19284 0.17 -0.22 0.26 0.224
H 12.08401 1.91843 1.60922 0.61 0.60 -0.52 0.180
H 14.42616 -3.01823 -0.32988 0.27 -0.08 -0.08 0.220
H 14.96444 -3.52518 1.26584 -0.20 0.59 0.48 0.199
H 15.70761 -2.09086 0.38856 0.03 -0.12 0.33 0.210
C 23.22964 -2.50577 -6.08480 -0.48 1.12 0.63 -0.259
O 21.79513 -2.40282 -5.85462 2.37 0.54 -1.89 -0.497
C 21.29398 -2.76360 -4.71282 0.57 -1.97 2.77 0.986
O 21.89708 -2.96959 -3.64298 -1.59 0.77 -2.47 -0.662
O 20.03059 -3.02746 -5.02783 -0.99 0.29 1.22 -0.492
C 19.07957 -3.36778 -4.00288 -0.52 -0.77 0.17 -0.271
H 23.77463 -2.20750 -5.18918 -0.09 -0.34 0.13 0.207
H 23.44277 -1.73545 -6.82593 -0.07 -0.31 -0.20 0.191
H 23.53319 -3.49465 -6.42843 -0.31 0.02 0.08 0.186
H 18.52202 -4.22632 -4.37724 0.19 -0.13 -0.15 0.184
H 18.30866 -2.61689 -3.82981 0.59 0.47 -0.16 0.217
H 19.52998 -3.66800 -3.05678 0.29 0.34 -0.18 0.203
C 12.76280 4.05250 -1.24231 1.04 0.17 0.01 -0.252
O 14.18538 4.00469 -0.89570 -0.21 0.07 0.74 -0.540
C 14.91032 2.85228 -0.98252 -2.50 -0.18 -1.00 0.975
O 14.50555 1.88331 -1.54366 -0.19 -0.63 -0.45 -0.605
O 16.03985 2.97147 -0.37603 1.49 1.53 1.28 -0.495
C 16.94254 1.89014 -0.46208 1.14 -1.11 -0.39 -0.264
H 12.28909 3.13804 -1.59932 0.79 -0.13 -0.41 0.208
H 12.76389 4.85775 -1.97694 -0.62 -0.22 -0.06 0.190
H 12.17378 4.32432 -0.36637 0.39 0.30 0.20 0.176
H 16.49360 0.95243 -0.13459 -0.15 0.10 -0.30 0.207
H 17.84477 2.05087 0.12805 -0.47 0.64 0.58 0.189
H 17.36831 1.78459 -1.45992 -0.70 -0.18 -0.25 0.210
C 20.33546 -0.42383 -1.35209 -3.29 -0.59 1.07 -0.272
O 21.69027 -0.43601 -1.17633 2.37 -0.12 -0.42 -0.473
C 22.25902 -0.04528 -0.06984 1.57 1.40 1.42 0.994
O 21.82683 0.65692 0.83909 0.46 -1.52 -1.50 -0.645
O 23.59318 -0.47658 -0.13854 -2.27 -0.08 -1.10 -0.516
C 24.44545 -0.12992 0.89356 0.35 0.08 1.42 -0.247
H 20.01627 -1.31427 -1.89369 0.32 0.22 -0.24 0.224
H 19.85549 0.45762 -1.77725 0.72 0.24 -0.39 0.191
H 19.85182 -0.52694 -0.38072 -0.12 -0.03 0.13 0.196
H 24.11738 -0.54113 1.84821 -0.31 0.08 0.14 0.177
H 24.53417 0.94937 1.01755 0.15 0.04 -0.12 0.180
H 25.40769 -0.61219 0.72149 0.00 0.28 -0.42 0.186
```
Positions in Å, forces in eV/Å.

## Properties
- Maximum force: 4.3 eV/Å
- LUMO energy (alpha / beta): 2.55 / -1.27 eV
- HOMO level (alpha / beta): -0.2023 / -0.1840 Eh
- E: -2278.8022 a.u.
- Multiplicity: 2
- Total charge: -1
- ⟨S²⟩: 0.756



No. 3
A molecular structure, C15H30NO10PbS at a distorted geometry, computed with ωB97M-V/def2-TZVPD.

XYZ file:
```
58
Properties=species:S:1:pos:R:3:forces:R:3:nbo_charge:R:1
Pb -0.05411 2.09106 1.84704 -0.19 0.08 0.70 1.142
C 2.68166 5.22982 5.75338 -1.39 -1.04 -1.90 -0.258
O 2.70210 5.07763 4.39293 0.80 0.10 -0.76 -0.786
H 2.03226 6.08212 5.95330 0.17 0.61 1.03 0.116
H 2.12852 4.34022 6.05464 -0.29 -0.32 1.22 0.150
H 3.63783 5.19098 6.27524 0.51 0.43 0.25 0.102
C -1.43520 6.02007 -2.23046 1.81 -0.79 -0.17 -0.232
O -0.33532 5.63391 -1.47643 -1.23 0.34 -0.21 -0.907
H -1.46505 7.05379 -2.57490 -0.16 1.40 0.89 0.082
H -1.39691 5.66019 -3.25863 0.00 -1.25 -0.88 0.075
H -2.42556 5.71839 -1.88946 -0.51 0.07 0.53 0.097
C 4.88666 -1.71994 -2.82324 -0.56 0.15 0.94 -0.643
C 3.62348 -1.69897 -1.83679 -0.27 -0.32 1.18 0.150
C 3.17980 -3.18434 -1.50652 0.19 0.44 -1.09 -0.408
C 4.09779 -3.97290 -0.63555 -0.37 0.26 -0.47 -0.395
C 4.31205 -3.28191 0.64586 1.53 1.12 0.87 -0.407
C 4.69689 -1.74492 0.56728 -0.56 0.25 0.94 0.149
N 3.87075 -1.03402 -0.48070 0.30 1.31 -1.11 -0.257
O 4.31932 0.38493 -0.71664 -0.65 -2.66 0.65 -0.808
C 6.23922 -1.54284 0.37806 -0.31 -0.20 0.90 -0.644
C 4.26457 -1.15898 2.03472 0.54 0.34 -2.51 -0.622
C 2.36604 -1.07957 -2.55346 0.55 -0.27 -0.70 -0.594
H 5.18138 -0.74804 -3.21905 -0.22 0.30 0.61 0.227
H 4.80421 -2.32638 -3.72519 -0.55 -0.51 0.08 0.175
H 5.70954 -2.11269 -2.22597 0.13 0.06 -0.29 0.196
H 3.07322 -3.71843 -2.45071 -0.23 0.04 -0.35 0.177
H 2.20899 -3.21077 -1.01160 -0.21 0.46 -0.08 0.203
H 5.09369 -4.10968 -1.05692 -0.10 -0.34 -0.55 0.178
H 3.63353 -4.92006 -0.36083 0.21 -0.47 -0.49 0.190
H 5.18335 -3.86188 0.95011 0.29 0.45 1.31 0.186
H 3.51711 -3.44977 1.37248 -0.16 0.16 -0.15 0.200
H 6.83070 -1.86892 1.23359 -0.29 -1.13 0.37 0.178
H 6.59851 -0.51620 0.44883 -0.76 0.37 -1.20 0.240
H 6.56178 -2.10525 -0.49816 0.34 0.42 -0.04 0.183
H 4.90810 -1.51589 2.83883 -0.01 -0.18 -0.06 0.181
H 3.21011 -1.36113 2.22272 0.08 -0.20 0.01 0.201
H 4.37554 -0.08216 1.90726 0.04 0.12 0.26 0.240
H 1.96553 -1.84615 -3.21681 0.05 -0.49 -0.15 0.169
H 2.57882 -0.28149 -3.26472 0.40 0.38 0.44 0.207
H 1.48251 -0.78386 -1.98776 0.54 0.07 0.74 0.216
S -2.87658 -0.12342 5.19371 -0.42 -1.38 -0.22 2.562
O -4.27954 -0.58994 5.17634 0.00 0.20 -0.24 -1.070
O -2.11140 -0.80576 4.09356 0.35 -0.11 -0.28 -1.032
O -2.77936 1.30706 4.88806 0.08 1.93 -0.56 -1.035
O -2.28442 -0.39959 6.49856 0.55 -0.20 0.60 -1.070
C -9.81564 0.68915 -3.16568 -0.03 0.17 -0.11 -0.634
C -9.18050 0.49471 -1.77283 -1.95 -1.65 -0.93 0.077
C -8.85546 -1.02149 -1.50897 0.47 0.93 0.17 -0.091
O -7.56787 -0.98683 -0.89052 0.28 2.54 0.21 -0.504
C -7.07026 0.37109 -1.01438 4.55 -2.15 0.21 0.965
O -5.90376 0.68349 -0.76752 -4.46 -0.92 -0.45 -0.526
O -7.95985 1.09421 -1.66883 1.14 1.84 0.07 -0.478
H -9.16637 0.29829 -3.94912 -0.04 -0.55 0.15 0.216
H -10.04216 1.67922 -3.56133 0.37 0.58 0.89 0.225
H -10.80627 0.23485 -3.18439 0.16 -0.59 0.00 0.209
H -9.84224 0.85212 -0.98387 -0.08 0.20 0.02 0.174
H -8.72027 -1.57211 -2.43991 -0.47 -0.14 -0.02 0.177
H -9.58149 -1.45100 -0.81867 0.07 -0.26 -0.24 0.190
```
Positions in Å, forces in eV/Å.

## Properties
- Maximum force: 5.0 eV/Å
- Energy above the lowest of the compared OMol25 structures with the same formula, charge and spin: 403.39 kJ/mol
- LUMO energy: 3.20 eV
- HOMO level: 0.0267 Eh
- E: -1987.1790 a.u.
- Total charge: -3



No. 4
A molecular structure, C15H31BF4OsP2 at a distorted geometry, computed with ωB97M-V/def2-TZVPD.

XYZ file:
```
54
Properties=species:S:1:pos:R:3:forces:R:3:nbo_charge:R:1
P 1.06902 -1.98676 -2.34086 1.42 -1.66 -0.26 1.204
P 1.77030 -1.07262 0.86929 0.46 -1.45 3.12 0.966
C 2.21268 -2.99838 -1.29194 0.22 0.16 -0.36 -0.826
C 2.16163 -2.75652 0.24474 -0.24 -0.39 0.32 -0.746
H 3.21240 -2.76815 -1.66327 -0.02 0.03 0.18 0.342
H 2.04808 -4.05182 -1.54898 -0.04 0.13 0.26 0.286
H 1.46617 -3.46719 0.69349 -0.04 0.09 0.17 0.278
H 3.15430 -2.95316 0.65246 -0.25 -0.33 -0.09 0.274
C 3.38465 -0.15151 0.91716 -0.44 -0.67 0.43 -0.873
H 3.26989 0.66494 1.64402 0.05 -0.02 -0.49 0.315
H 3.53316 0.29926 -0.10093 0.98 0.14 0.73 0.187
H 4.22008 -0.81967 1.16767 -0.36 0.37 -0.12 0.273
C 0.96655 -1.11667 2.52788 -0.03 -0.19 0.39 -0.928
H 1.63181 -1.46802 3.34603 -0.18 0.24 -0.61 0.286
H 0.10952 -1.80621 2.48162 0.27 0.13 -0.15 0.277
H 0.54961 -0.12745 2.79578 0.43 -0.32 -0.28 0.294
C 1.64197 -1.04442 -3.80644 0.25 -0.21 -0.36 -0.936
H 0.79125 -0.93073 -4.49622 0.17 0.11 0.28 0.304
H 2.48219 -1.51623 -4.31340 -0.17 0.17 -0.04 0.302
H 1.94597 -0.02978 -3.43494 -0.08 -0.51 -0.97 0.229
C -0.22654 -3.14033 -2.77209 -1.20 0.45 -0.07 -0.977
H -0.86041 -3.31682 -1.89903 0.01 -0.12 -0.03 0.287
H 0.17986 -4.09948 -3.11317 0.34 0.27 0.18 0.301
H -0.85726 -2.75276 -3.57643 0.00 0.08 0.12 0.288
Os 1.82331 -0.13805 -1.21965 -1.26 4.31 -0.39 1.141
C 5.13752 -3.20999 -0.77991 1.06 0.43 0.39 -0.174
C 5.55053 -1.93026 -0.90121 0.86 -1.35 0.44 -0.202
C 6.53619 -1.50650 -1.95165 -0.17 0.41 -0.80 -0.450
C 6.28102 -2.12558 -3.34652 0.32 0.39 -0.13 -0.452
C 4.82448 -2.16406 -3.73592 -0.33 -1.05 -0.67 -0.195
C 4.05384 -3.26461 -3.58938 0.78 0.02 -0.70 -0.207
C 4.53888 -4.54502 -2.92795 -0.02 0.06 0.24 -0.446
C 5.48721 -4.34009 -1.72187 0.13 -0.48 0.44 -0.466
C -0.23746 -0.12693 -1.13257 -1.92 -0.38 0.46 -0.778
H 4.70177 -3.57490 0.15885 -0.01 0.43 -0.40 0.194
H 5.42596 -1.21756 -0.08867 -0.02 -0.31 -0.21 0.192
H 7.57763 -1.76159 -1.69187 -0.41 0.11 0.34 0.254
H 6.50429 -0.41405 -2.04741 0.08 -0.13 0.03 0.217
H 6.78085 -1.48256 -4.07584 0.05 -0.10 0.04 0.245
H 6.78212 -3.10179 -3.41915 -0.47 0.46 -0.19 0.225
H 4.50399 -1.30066 -4.34387 -0.13 -0.41 0.47 0.209
H 3.05199 -3.36444 -4.04759 0.58 0.27 0.20 0.184
H 5.08146 -5.20222 -3.62626 -0.34 0.30 -0.06 0.263
H 3.67567 -5.13270 -2.57961 0.15 0.14 -0.24 0.202
H 5.43248 -5.25286 -1.11258 0.09 0.10 -0.26 0.238
H 6.52725 -4.28805 -2.07232 -0.42 0.09 0.35 0.234
H -0.32450 -0.53674 -0.09945 -0.69 0.51 -0.87 0.245
H -0.84422 -0.79152 -1.77976 -0.03 0.91 0.36 0.217
H -0.58546 0.92016 -1.14739 0.37 -0.34 -0.18 0.286
F 1.59695 1.57862 -0.18854 0.16 -0.89 -0.97 -0.586
B -1.66105 1.83804 2.00998 -0.06 0.64 0.23 1.486
F -2.04884 2.71189 1.06649 0.44 -1.27 1.02 -0.484
F -2.16828 0.58833 2.06481 0.65 1.22 -0.26 -0.504
F -0.72469 2.20265 2.90901 -0.96 -0.60 -1.06 -0.495
```
Positions in Å, forces in eV/Å.

## Properties
- Maximum force: 4.5 eV/Å
- Energy above the lowest of the compared OMol25 structures with the same formula, charge and spin: 234.27 kJ/mol
- LUMO energy (alpha / beta): -7.63 / -9.37 eV
- HOMO level (alpha / beta): -0.5214 / -0.5544 Eh
- E: -1787.1220 a.u.
- Multiplicity: 5
- Total charge: +2
- ⟨S²⟩: 6.023